Computed, not measured: an isolated ion of composition C6H13N2 and charge +1, with wB97M-V/def2-TZVPD.

Output
- charge = +1
- Kohn-Sham gap (eV) = 8.6
- energy relative to the best compared isomer or geometry (same formula, charge and spin) (kJ/mol) = 299.9

Element x y z (Å)
C 1.89888 0.73270 0.36956
C 1.29312 0.39372 -0.96397
C -0.53017 1.60026 0.64111
C -1.41178 1.23554 -0.45999
C 0.38959 0.37745 0.20745
C 0.06735 -2.15337 0.10722
N -2.32470 0.34341 -0.16881
N -0.11276 -0.83974 0.69764
H 2.59129 0.09370 0.80460
H 2.22084 1.67584 0.68953
H 1.30109 1.07165 -1.73673
H 1.46568 -0.58917 -1.28458
H 0.01922 2.52222 0.61206
H -1.19442 1.46865 1.55050
H -1.22594 1.43784 -1.55374
H 1.10203 -2.56307 0.41004
H -0.59539 -2.74430 0.63626
H -0.09631 -2.00614 -0.92676
H -2.84930 -0.03074 -0.86460
H -2.51687 0.24798 0.80647
H -0.07997 -0.80647 1.74046